# 1
Entry from the Open Molecules 2025 dataset: 11 unconnected molecules or ions with the total composition C7H29NO10 in a non-equilibrium geometry (ωB97M-V with the def2-TZVPD basis set).

The geometry in XYZ format:
```
47
Properties=species:S:1:pos:R:3:forces:R:3:mulliken_charge:R:1
C 0.87593 -2.08523 -0.96775 -0.3 -0.5 -0.5 -1.407
C 0.57551 -0.91547 -0.38042 0.9 -2.5 -1.5 0.705
C 0.72768 -0.81788 1.04115 -0.8 2.4 1.5 1.417
C 1.28738 -1.65935 2.07055 -1.1 0.0 -0.6 -0.997
C 0.93838 -1.08876 3.25275 0.7 0.6 1.8 -0.877
N 0.30652 0.12384 3.06931 -0.1 -0.8 -1.4 0.090
C 0.14261 0.27456 1.70711 -0.9 -0.9 0.3 0.228
C -0.67208 1.38750 1.18807 0.3 1.2 -3.2 -1.329
H 1.26810 -2.94738 -0.45250 0.0 0.0 0.7 0.258
H 0.71727 -2.38026 -2.00337 0.0 0.8 -0.1 0.309
H 0.28989 -0.13285 -1.07031 -0.3 0.4 0.6 -0.048
H 1.66145 -2.66058 1.96794 0.5 0.0 -0.1 0.407
H 1.25702 -1.31545 4.26529 -0.2 -0.4 -0.3 0.452
H -0.28335 0.60019 3.74678 0.4 -0.1 -0.3 0.328
H -0.03391 1.89371 0.41743 0.2 0.3 1.0 0.025
H -0.96411 2.08355 1.94581 -0.1 0.4 0.3 0.496
H -1.52692 1.29694 0.44273 0.5 -1.2 1.6 0.029
O 4.10144 -0.72840 -0.69792 1.1 -0.3 -0.5 -0.740
H 3.95387 0.20211 -0.49082 -0.3 0.1 0.1 0.428
H 3.65056 -1.15758 0.01730 -0.4 -0.5 0.6 0.318
O -2.08963 -2.59495 1.57853 1.5 -0.6 -1.0 -0.653
H -1.49975 -2.71073 0.79793 -0.9 0.0 0.3 0.344
H -1.41351 -2.27715 2.18239 -0.1 0.3 0.6 0.300
O 0.71582 1.76105 -3.57409 0.9 0.2 -1.0 -0.569
H 0.59592 1.63092 -4.51849 -0.9 0.6 -0.6 0.342
H 1.58484 1.32204 -3.58320 -0.2 -0.3 1.3 0.264
O -4.30041 -1.11902 1.52335 -1.2 1.1 -0.8 -0.772
H -3.64915 -1.80300 1.38384 0.6 -0.4 0.2 0.434
H -4.02791 -0.43918 0.87154 -0.2 -0.6 0.3 0.339
O -1.59348 0.45127 -3.50767 1.7 1.6 0.4 -0.745
H -0.78677 1.08126 -3.35607 -1.8 -1.3 -0.2 0.436
H -1.11114 -0.34019 -3.74133 0.0 -0.6 -0.1 0.284
O -3.11558 -0.01930 -1.24902 0.6 0.6 0.5 -0.546
H -3.46863 -0.75590 -1.74854 0.1 0.0 -0.3 0.254
H -2.35529 0.34783 -1.76503 -1.1 -0.7 0.0 0.335
O 2.47423 0.00481 -2.58492 0.6 -0.6 -0.3 -0.681
H 3.19995 0.64368 -2.67493 0.0 -0.6 0.3 0.303
H 2.88165 -0.81072 -2.16370 -0.4 1.6 -0.4 0.363
O 2.87043 1.22897 0.63419 -1.1 0.0 -0.7 -0.803
H 2.17199 0.68246 1.08129 1.0 0.6 -0.2 0.429
H 3.60671 1.41754 1.19453 0.3 0.1 1.0 0.252
O -0.21112 4.39411 -1.53679 0.5 -0.5 0.7 -0.640
H -0.32356 4.01082 -2.39920 -0.2 -0.1 -0.8 0.315
H 0.35798 3.71952 -1.12405 -0.2 0.5 0.1 0.318
O -2.63483 0.32489 2.89208 -1.2 0.3 0.8 -0.571
H -3.62303 0.25520 2.78290 1.3 0.0 -0.3 0.324
H -2.52898 -0.37941 3.53533 0.3 -0.2 0.1 0.255
```
Positions in Å, forces in eV/Å.

HOMO: -0.30537 hartree
frontier orbital gap: 0.310 Ha
energy relative to the best compared isomer or geometry (same formula, charge and spin): 85.59 kcal per mole
structure (SMILES): C=Cc1cc[nH]c1C.O.O.O.O.O.O.O.O.O.O

=====

# 2
Entry from the Open Molecules 2025 dataset: 2 unconnected molecules or ions with the total composition C4H10N2OS (ωB97M-V with the def2-TZVPD basis set).

The geometry in XYZ format:
```
18
Properties=species:S:1:pos:R:3:forces:R:3:mulliken_spin:R:1
N 1.31097 4.35511 -1.37068 -0.3 -0.5 -0.4 0.000
C -0.70199 -0.56791 -0.02127 -0.4 0.5 0.0 0.443
C -1.00880 0.43087 -1.05372 -0.1 0.3 0.0 -0.015
S -0.96011 1.96383 -0.04529 0.0 0.0 0.1 0.327
C 0.47751 -1.35594 -0.05088 0.3 0.2 0.0 0.056
N 0.67456 -2.30298 0.96274 -0.1 0.0 -0.1 0.023
C -0.41791 -2.82550 1.74825 -0.1 -0.4 0.3 0.007
O 1.35526 -1.27561 -0.91971 0.0 -0.1 -0.2 0.146
H 0.90652 5.27267 -1.46693 0.0 0.1 0.3 -0.001
H 0.62474 3.69279 -0.98287 0.3 0.2 -0.1 -0.003
H 2.15013 4.36296 -0.81382 -0.1 0.1 0.2 0.000
H -1.38254 -0.57604 0.81643 0.0 -0.3 0.1 0.011
H -1.99060 0.30475 -1.51688 0.0 0.0 0.0 0.013
H -0.23258 0.47238 -1.80702 0.0 -0.2 -0.2 -0.003
H 1.34270 -2.97214 0.61364 0.0 -0.1 0.2 0.000
H -0.47898 -2.37415 2.74486 0.0 0.1 -0.1 0.003
H -1.38863 -2.70675 1.25719 0.1 0.1 0.0 -0.008
H -0.28026 -3.89834 1.90596 0.1 0.0 0.0 0.001
```
Positions in Å, forces in eV/Å.

HOMO (alpha / beta): -0.11032 / -0.11841 hartree
multiplicity: 2
frontier orbital gap (alpha / beta): 0.241 / 0.237 Ha
charge: -1
energy relative to the best compared isomer or geometry (same formula, charge and spin): 6.18 kcal per mole

=====

# 3
Entry from the Open Molecules 2025 dataset: 2 unconnected molecules or ions with the total composition C14H20N2O in a non-equilibrium geometry (ωB97M-V with the def2-TZVPD basis set).

The geometry in XYZ format:
```
37
Properties=species:S:1:pos:R:3:forces:R:3:mulliken_charge:R:1
C -0.36789 -3.40018 0.63795 0.2 0.7 -0.5 -1.116
C 0.83155 -2.94766 -0.14435 1.4 0.1 -3.0 0.111
C 0.90942 -3.32983 -1.48405 2.2 1.3 0.9 -0.663
N 1.83665 -2.43001 -2.13000 0.1 -0.2 -2.4 -0.109
C 2.28308 -1.45321 -1.29608 -0.4 0.3 0.8 -0.134
C 2.97018 -0.22011 -1.56073 2.3 -1.9 0.1 -0.861
C 3.47880 0.42216 -0.43112 -0.5 1.6 -1.4 -0.287
C 2.95309 0.15890 0.81151 0.5 0.4 2.5 -0.492
C 2.08192 -0.89526 1.08430 -2.1 -1.3 0.2 -0.050
C 1.78761 -1.76383 0.00151 -1.7 -0.3 0.2 1.104
H -0.11012 -3.07643 1.63808 -1.2 0.4 0.5 0.318
H -0.64442 -4.46820 0.70092 0.7 0.3 -0.4 0.353
H -1.14337 -2.86692 0.00430 0.1 -0.4 2.0 0.197
H 0.55620 -4.27995 -1.93525 0.1 1.2 0.1 0.381
H 2.12767 -2.32316 -3.13906 -1.0 -0.9 1.7 0.241
H 3.57017 -0.05307 -2.48127 -1.1 -0.1 0.2 0.310
H 4.12427 1.36007 -0.51256 -0.8 -1.6 -0.1 0.287
H 3.39354 0.84933 1.55869 -0.9 -0.7 0.1 0.289
H 1.38187 -1.15698 2.00645 2.3 1.2 -1.4 0.114
C -1.15021 2.33493 2.03675 4.2 2.2 -6.1 -1.112
C -2.02421 2.84826 0.69229 0.9 0.1 1.6 -0.774
N -2.48688 1.67799 -0.03046 -0.3 2.9 0.6 -0.006
C -3.82207 1.23147 0.57454 2.9 3.6 1.6 -0.835
C -1.47988 0.81421 -0.52665 -4.4 1.9 1.7 0.575
C -0.27749 1.46836 -1.17141 1.0 -5.1 -4.0 -0.538
O -1.95430 -0.29737 -0.46863 2.7 -2.8 -1.5 -0.635
H -0.69831 1.33202 2.01302 0.0 0.0 -1.4 0.282
H -1.76602 2.14287 2.76267 -3.3 0.5 4.9 0.565
H -0.19393 3.00201 2.08827 -2.2 -0.8 0.9 0.255
H -2.82712 3.60874 1.00433 0.7 -1.7 -0.2 0.356
H -1.45546 3.47540 0.01046 0.7 -0.1 0.2 0.386
H -3.54833 1.12842 1.71966 -1.2 0.0 -2.0 0.210
H -4.50787 2.22212 0.41460 1.2 -3.1 0.3 0.240
H -3.97756 0.29366 0.14346 -1.3 -1.2 -0.6 0.420
H 0.67796 0.78771 -1.16253 -1.8 1.2 0.5 -0.034
H -0.54031 1.34979 -2.35138 0.4 0.3 2.5 0.257
H 0.01180 2.45375 -1.07825 0.0 2.0 1.0 0.396
```
Positions in Å, forces in eV/Å.

HOMO: -0.28373 hartree
frontier orbital gap: 0.315 Ha
energy relative to the best compared isomer or geometry (same formula, charge and spin): 130.82 kcal per mole
structure (SMILES): Cc1c[nH]c2ccccc12.CCN(C)C(C)=O

=====

# 4
Entry from the Open Molecules 2025 dataset: 2 unconnected molecules or ions with the total composition C4H12NO3 in a non-equilibrium geometry (ωB97M-V with the def2-TZVPD basis set).

The geometry in XYZ format:
```
20
Properties=species:S:1:pos:R:3:forces:R:3:mulliken_charge:R:1
C 0.67656 0.41991 -0.59824 0.7 0.1 0.3 -0.179
C 1.69353 -0.52701 0.08175 0.7 -0.9 0.1 -0.984
C 1.07112 -1.45985 1.23897 0.6 1.4 -1.2 -0.092
O 0.38275 -2.49489 0.78542 -0.9 -1.3 -0.6 -0.823
N 0.08034 1.36523 0.35818 -1.5 0.3 -0.7 -0.524
C -1.31010 1.78809 0.04809 1.4 1.7 2.1 -0.285
O -1.31866 3.18417 -0.48415 1.8 -1.8 0.0 -0.550
H 1.13087 1.10644 -1.34033 0.0 -1.0 -0.2 0.201
H -0.06151 -0.26518 -0.99199 -0.3 0.3 -0.6 0.286
H 2.13160 -1.23793 -0.67766 -0.4 0.8 0.5 0.262
H 2.51971 0.02154 0.54866 0.1 0.2 -0.1 0.412
H 1.94022 -1.87257 1.87990 -0.9 1.3 -0.2 0.218
H 0.38970 -0.64660 1.68776 0.8 -1.1 1.1 0.050
H 0.17985 0.95805 1.27405 -0.5 0.3 0.3 0.255
H -1.83693 1.87590 0.98742 -0.1 0.0 0.5 0.279
H -1.91194 1.15243 -0.53603 -0.1 -0.9 -1.4 0.299
H -0.33095 3.24385 -0.55083 -1.1 0.6 0.0 0.338
H -1.33875 -2.81972 -1.61542 0.4 1.6 0.5 0.217
H -0.41752 -2.32366 -0.37458 -0.3 1.1 -0.2 0.408
O -1.03201 -1.94879 -1.22897 -0.2 -2.7 0.0 -0.790
```
Positions in Å, forces in eV/Å.

HOMO: -0.13009 hartree
frontier orbital gap: 0.274 Ha
charge: -1
energy relative to the best compared isomer or geometry (same formula, charge and spin): 35.78 kcal per mole

=====

# 5
Entry from the Open Molecules 2025 dataset: a molecular structure, C11H18Cl5GdO2S4 in a non-equilibrium geometry (ωB97M-V with the def2-TZVPD basis set).

The geometry in XYZ format:
```
41
Properties=species:S:1:pos:R:3:forces:R:3:mulliken_spin:R:1
Gd -1.11122 0.12509 -0.40187 1.5 0.1 -0.3 6.610
C 1.76288 -2.67421 -0.71880 -0.6 0.0 0.8 -0.003
C 2.40429 -1.34497 -1.08193 -0.4 0.2 1.1 0.002
S 1.31189 -0.34037 -2.11703 0.2 1.3 0.5 0.041
C 2.19444 1.31150 -1.94477 0.0 -0.2 -1.0 -0.001
C 2.27634 1.99246 -0.58462 1.5 -0.6 -0.1 0.001
S 0.70436 2.61369 -0.08829 -1.0 0.2 1.5 0.002
C 1.05504 2.81919 1.74018 -0.9 -0.3 -0.9 0.000
C 1.19063 1.48266 2.46862 1.2 0.6 0.4 0.000
S -0.11478 0.24433 2.29198 0.6 -0.6 -0.1 0.036
C 0.95817 -1.25957 2.45478 0.0 -0.4 1.0 0.004
C 0.30467 -2.52723 1.89808 -0.1 0.2 0.1 0.005
S 0.09215 -2.54757 0.08992 0.1 0.0 -0.5 0.064
H 2.37869 -3.28409 -0.02832 -0.1 0.3 -0.6 0.001
H 1.56179 -3.21160 -1.64723 0.0 -0.3 0.2 0.002
H 3.25279 -1.55737 -1.69664 0.8 0.0 -0.2 0.001
H 2.70131 -0.77432 -0.17458 -0.1 -0.4 -0.7 0.000
H 1.63277 1.97038 -2.62905 0.3 -0.3 0.1 0.002
H 3.20910 1.16753 -2.37398 -0.6 0.1 0.3 0.001
H 2.91587 2.88360 -0.70297 0.0 -0.5 0.0 -0.002
H 2.76463 1.33085 0.17120 -0.5 0.5 -0.5 0.001
H 0.26213 3.43016 2.17583 0.0 0.0 -0.3 0.001
H 1.98029 3.39594 1.75560 0.0 -0.1 0.3 -0.001
H 1.23150 1.68337 3.55292 0.3 0.0 -0.4 0.000
H 2.15653 1.04933 2.13565 -0.7 -0.1 0.5 0.000
H 1.07319 -1.40030 3.55229 0.0 0.1 -0.6 0.000
H 1.97058 -1.10228 2.05276 -0.5 0.2 -0.1 0.002
H -0.74144 -2.57641 2.27622 0.6 -0.3 -0.2 0.001
H 0.87264 -3.43330 2.21500 -0.5 0.7 -0.2 0.000
Cl -2.08627 2.48157 -2.24376 -0.5 0.4 0.4 0.001
C -3.29606 2.98892 -0.96031 1.4 0.0 -0.9 0.002
Cl -3.26390 1.74123 0.27645 -0.7 0.0 0.9 0.013
H -4.25518 3.00169 -1.44422 -0.3 0.1 0.0 0.000
H -2.96001 3.92574 -0.51055 -0.2 -0.2 -0.3 0.000
Cl -3.40722 -3.39687 -2.81163 -0.6 0.7 1.5 0.002
C -4.18005 -2.27931 -1.54113 -1.3 -0.6 -1.2 0.021
Cl -5.43478 -1.32059 -2.35794 0.5 0.4 -0.3 0.002
Cl -5.07963 -3.07449 -0.26571 0.8 -0.6 0.1 0.001
C -3.06767 -1.36624 -1.02899 -0.8 -2.1 -0.7 0.018
O -2.74417 -1.46422 0.17715 0.4 1.2 -0.2 0.085
O -2.47631 -0.70389 -1.93032 0.1 0.4 0.5 0.084
```
Positions in Å, forces in eV/Å.

HOMO (alpha / beta): -0.57024 / -0.57016 hartree
multiplicity: 8
frontier orbital gap (alpha / beta): 0.341 / 0.190 Ha
charge: +2
energy relative to the best compared isomer or geometry (same formula, charge and spin): 0.00 kcal per mole

=====

# 6
Entry from the Open Molecules 2025 dataset: a molecular structure, C28H28AlBrNO19 (ωB97M-V with the def2-TZVPD basis set).

The geometry in XYZ format:
```
78
Properties=species:S:1:pos:R:3:forces:R:3:mulliken_charge:R:1
C 2.23002 -0.86432 2.49247 0.2 0.5 -0.5 -1.098
C 2.12683 0.34133 1.53692 0.1 0.1 0.8 -0.079
C 0.68731 0.81952 1.30611 -0.5 -0.8 -0.3 -0.351
N 0.05760 0.43032 0.05655 0.6 0.4 -0.6 0.202
Al 0.87984 1.01964 -1.52180 -0.3 -0.7 -0.1 -0.243
O 1.50478 -0.39707 -2.46086 0.2 0.5 0.4 -0.616
Br -0.84295 2.09933 -2.82134 0.2 -0.1 0.1 -0.532
C 2.41364 2.32515 -1.23582 -0.9 -0.2 -0.3 -0.651
O 2.33118 3.42789 -2.16769 0.2 0.2 -0.1 -0.235
O 1.71219 4.53495 -1.51706 0.1 0.1 0.3 -0.394
H 1.24583 -1.26625 2.67694 -0.2 -0.4 0.2 0.216
H 2.69737 -0.56639 3.41837 0.0 0.1 0.6 0.208
H 2.88066 -1.61577 2.07577 0.1 -0.5 -0.1 0.347
H 2.64724 0.11173 0.61744 -0.1 0.0 -0.5 0.179
H 2.67331 1.15979 1.98906 0.3 0.3 0.1 0.309
H 0.09415 0.38639 2.11344 -0.2 0.1 0.4 -0.065
H 0.60562 1.89116 1.42773 0.2 0.5 -0.1 0.231
H -0.14969 -0.55846 0.05485 0.0 0.0 0.1 0.144
H 2.09985 -0.91694 -1.90390 -0.2 0.0 -0.2 0.302
H 3.34316 1.83275 -1.49840 0.4 -0.2 0.0 0.252
H 2.54092 2.69797 -0.22330 0.2 0.3 0.2 0.626
H 0.98194 4.12543 -1.02991 -0.3 -0.1 -0.3 0.328
C 6.13846 1.11340 -5.27013 0.4 0.0 -0.1 -0.867
C 5.38498 0.70199 -4.23399 -0.1 0.2 -0.3 0.404
C 6.00358 0.07981 -3.00889 0.5 -0.1 0.2 1.016
O 5.27715 -0.25836 -2.09816 -0.2 0.0 -0.1 -0.525
C 7.45280 -0.09041 -2.98076 -0.2 0.0 0.1 -1.184
C 8.18939 0.31979 -4.01722 0.1 -0.2 0.3 0.384
C 7.57637 0.96097 -5.22745 -0.6 0.2 -0.2 1.111
O 8.33081 1.31845 -6.11854 0.3 -0.1 0.0 -0.657
O 9.51423 0.19599 -4.06151 0.0 0.1 -0.2 -0.594
O 4.07841 0.81469 -4.22010 0.1 -0.2 0.3 -0.492
H 5.70759 1.56362 -6.15239 -0.1 0.0 0.0 0.444
H 7.88756 -0.55103 -2.10508 0.0 0.0 0.0 0.420
H 9.78233 0.57793 -4.92041 0.0 0.0 0.0 0.359
H 3.76749 0.45152 -3.36257 -0.5 0.0 -0.1 0.171
C -4.51884 -2.27746 1.10366 -0.2 -0.3 -0.1 -0.755
C -3.35165 -1.78247 1.54035 -0.3 0.2 0.0 0.361
C -2.04184 -2.45392 1.23713 0.1 -0.5 -0.3 1.000
O -1.02644 -1.94925 1.66963 -0.1 0.1 0.2 -0.470
C -2.06371 -3.68289 0.45566 0.2 0.1 0.1 -1.175
C -3.22920 -4.16969 0.01800 0.3 -0.1 0.0 0.463
C -4.53442 -3.49046 0.30820 -0.2 0.5 0.3 0.968
O -5.55012 -3.98960 -0.15102 0.1 -0.3 0.0 -0.690
O -3.32433 -5.28452 -0.70157 -0.2 0.0 0.0 -0.622
O -3.26365 -0.67872 2.26193 0.2 -0.1 0.1 -0.624
H -5.46592 -1.80059 1.31220 0.0 0.0 0.0 0.462
H -1.11860 -4.16536 0.25152 0.0 0.0 0.0 0.477
H -4.27607 -5.40198 -0.88714 0.0 0.0 0.0 0.355
H -2.30884 -0.53109 2.41780 0.0 0.1 -0.1 0.261
C -0.16098 2.08684 5.00330 0.2 0.1 -0.1 -0.895
C -0.90287 1.54040 5.97279 -0.1 0.2 -0.3 0.338
C -0.28512 0.87685 7.16840 0.5 -0.1 0.2 1.011
O -1.02815 0.41972 8.01792 -0.2 0.0 -0.1 -0.647
C 1.16593 0.81063 7.24837 -0.2 -0.1 0.1 -0.993
C 1.91013 1.35227 6.27627 0.1 -0.2 0.3 0.332
C 1.29210 2.04097 5.09409 -0.6 0.0 -0.3 1.086
O 2.03440 2.51988 4.26248 0.3 0.0 0.1 -0.635
O 3.23530 1.32572 6.27994 0.0 0.1 -0.2 -0.597
O -2.23247 1.54212 5.95461 0.0 -0.1 0.2 -0.589
H -0.59498 2.56573 4.13670 0.0 0.0 0.0 0.440
H 1.60022 0.31509 8.10481 0.0 0.0 0.0 0.408
H 3.51416 1.78440 5.46198 0.0 0.0 0.0 0.369
H -2.51238 1.08510 6.77097 0.0 0.0 0.0 0.361
C -5.93289 -1.68845 -2.41314 0.1 0.1 -0.1 -0.984
C -7.14293 -1.74810 -2.97630 0.2 -0.2 0.1 0.395
C -7.76656 -0.55206 -3.63180 0.2 0.6 -0.1 0.980
O -8.86635 -0.69010 -4.14158 -0.1 -0.2 0.0 -0.658
C -7.03530 0.70289 -3.61891 -0.3 -0.2 -0.1 -0.996
C -5.82274 0.77202 -3.04573 -0.2 0.3 -0.2 0.310
C -5.18716 -0.43687 -2.41408 -0.1 -0.5 0.1 1.044
O -4.08774 -0.33083 -1.91727 0.1 0.3 0.0 -0.493
O -5.12721 1.89356 -2.99858 0.2 -0.2 0.2 -0.568
O -7.88191 -2.85537 -3.00626 -0.2 0.1 -0.1 -0.594
H -5.46908 -2.53672 -1.94227 0.0 -0.1 0.0 0.396
H -7.50564 1.56011 -4.07878 0.0 0.0 0.0 0.423
H -4.28615 1.69665 -2.53583 0.1 0.1 -0.1 0.318
H -8.70196 -2.61099 -3.47682 0.0 0.0 0.0 0.354
```
Positions in Å, forces in eV/Å.

HOMO: -0.18257 hartree
frontier orbital gap: 0.185 Ha
charge: -1